# 1
This record from the Open Molecules 2025 dataset describes a structure of composition C39H31F5P2PdSi. The level of theory is ωB97M-V/def2-TZVPD.

```
79
Properties=species:S:1:pos:R:3:mulliken_charge:R:1
Pd -0.54477 -0.41556 1.40648 -1.027
C -3.26034 -2.53827 -0.08240 -1.411
Si -1.51061 -1.86220 -0.01507 1.341
C -1.19994 -1.02495 -1.70306 0.149
C -1.35720 -1.81132 -2.84767 -0.480
C -1.05840 -1.33319 -4.11482 -0.822
C -0.59444 -0.03538 -4.26447 -0.952
C -0.44933 0.77551 -3.14900 -0.638
C -0.75008 0.29780 -1.87441 0.385
P -0.57260 1.38984 -0.40379 2.468
C 0.52810 2.72475 -1.00655 -0.597
C 0.09231 3.93497 -1.54031 -0.310
C 1.00777 4.87158 -2.00038 -0.757
C 2.36911 4.61178 -1.94046 -0.653
C 2.81591 3.40816 -1.41228 -1.170
C 1.90094 2.47797 -0.94472 0.817
C -2.17396 2.26115 -0.33373 0.520
C -3.25325 1.94804 -1.15167 -0.532
C -4.45050 2.64316 -1.02983 -0.688
C -4.57094 3.66748 -0.10533 -0.593
C -3.49638 3.98408 0.71670 -0.715
C -2.31297 3.27502 0.61389 -0.197
C -0.39537 -3.45864 0.02298 0.090
C -0.73869 -4.71491 -0.47035 -0.471
C 0.19220 -5.74586 -0.53153 -0.671
C 1.50877 -5.54191 -0.11681 -0.760
C 1.88356 -4.30357 0.38051 -0.880
C 0.93524 -3.29160 0.46311 -0.059
P 1.26708 -1.59323 0.92671 1.907
C 1.53682 -0.99519 2.60450 -0.229
C 1.38053 -1.71677 3.79833 -0.737
C 1.49269 -1.07964 5.01254 -0.644
C 1.76076 0.28824 5.07298 -0.589
C 1.91137 1.01250 3.91109 -0.958
C 1.80847 0.38491 2.66973 0.241
C 2.63072 -1.05777 -0.12844 0.197
C 3.85632 -0.61217 0.36010 -0.316
C 4.83211 -0.15913 -0.51778 -0.636
C 4.59668 -0.16693 -1.88494 -0.658
C 3.38534 -0.63565 -2.37801 -0.664
C 2.40532 -1.07882 -1.50620 -0.019
H -3.36435 -3.20165 -0.94566 0.397
H -3.98411 -1.73372 -0.19919 0.379
H -3.51409 -3.09693 0.81894 0.390
H -1.70085 -2.83639 -2.74932 0.272
H -1.17996 -1.97359 -4.97960 0.387
H -0.35073 0.34897 -5.24699 0.404
H -0.09231 1.79050 -3.27160 0.461
H -0.96675 4.15074 -1.60089 0.404
H 0.65200 5.80759 -2.41216 0.417
H 3.07857 5.34589 -2.30046 0.383
H 3.87554 3.19214 -1.35815 0.492
H 2.26344 1.54189 -0.53535 0.052
H -3.16621 1.16067 -1.89028 0.412
H -5.28705 2.38338 -1.66610 0.396
H -5.50239 4.21109 -0.01351 0.350
H -3.58860 4.76959 1.45563 0.421
H -1.49155 3.50515 1.28403 0.406
H -1.75045 -4.89868 -0.81412 0.382
H -0.10265 -6.71392 -0.91710 0.433
H 2.23058 -6.34553 -0.17977 0.417
H 2.90639 -4.12581 0.69199 0.503
H 1.13094 -2.76970 3.75667 0.430
H 1.34942 -1.64209 5.92543 0.416
H 1.84075 0.77993 6.03328 0.390
H 2.10965 2.07569 3.94733 0.441
H 1.96064 0.96038 1.76554 0.402
H 4.04684 -0.60187 1.42602 0.465
H 5.77862 0.19515 -0.12999 0.453
H 5.35815 0.18838 -2.56731 0.414
H 3.19490 -0.64219 -3.44344 0.448
H 1.45684 -1.42736 -1.89766 0.231
F -1.46273 0.93704 3.69637 -0.290
C -1.95933 -0.12191 2.93753 0.349
F -1.92601 -1.19934 3.80851 -0.309
C -3.45191 0.21701 2.79962 0.390
F -4.12005 0.05242 3.95697 -0.295
F -3.62207 1.49094 2.42225 -0.165
F -4.05746 -0.55814 1.88690 -0.209
```

frontier orbital gap: 7.32 eV
HOMO level: -7.121 eV
E_tot: -84470.5337 eV
relative energy (zero: lowest compared OMol25 entry of this formula, charge and spin): 64.4 kJ/mol
spin multiplicity: 1

---

# 2
This record from the Open Molecules 2025 dataset describes a structure of composition C39H32AgN3O2S4Te. The level of theory is ωB97M-V/def2-TZVPD.

```
82
Properties=species:S:1:pos:R:3:mulliken_charge:R:1
Ag 1.79923 0.75475 -1.39865 0.693
C 3.88384 -3.12560 -3.41594 -0.926
C 3.53145 -2.92753 -4.73736 -0.315
C 2.37484 -2.22379 -5.02740 -1.067
C 1.59257 -1.74791 -3.97934 0.850
N 1.90164 -1.99840 -2.70562 0.533
C 3.02936 -2.63987 -2.43642 -0.383
C 0.41167 -0.85632 -4.21118 0.291
C 0.08913 -0.36591 -5.47425 -0.827
C -0.95644 0.53173 -5.59703 -0.699
C -1.64365 0.92921 -4.46294 -0.634
C -1.25265 0.39424 -3.24433 -0.130
N -0.26323 -0.48530 -3.12433 0.147
H 4.80382 -3.62206 -3.13873 0.382
H 4.16582 -3.28504 -5.54005 0.382
H 2.11391 -2.02303 -6.05601 0.282
H 3.27049 -2.75313 -1.38489 0.402
H 0.67055 -0.63516 -6.34332 0.278
H -1.20876 0.94068 -6.56867 0.390
H -2.44272 1.65677 -4.50031 0.274
H -1.71321 0.71299 -2.31656 0.594
S 4.03468 -0.00281 -0.12305 -0.517
S 5.17317 -0.03509 -1.85323 -0.197
S 4.69907 1.65427 -2.92239 -0.167
S 2.75097 1.44717 -3.60895 -0.507
C 0.22708 4.92648 4.05307 -1.538
C -0.10123 4.13541 2.81337 0.524
C -0.83796 4.66911 1.77290 -0.653
C -1.13754 3.94546 0.62272 0.264
C -1.99141 4.60123 -0.37279 -0.325
O -2.08047 5.82076 -0.47055 -0.714
C -2.90777 3.77770 -1.24536 0.689
C -3.26327 4.27272 -2.49279 -0.426
C -4.18287 3.59711 -3.28370 -0.557
C -4.76901 2.42748 -2.82116 -0.366
C -4.42646 1.93527 -1.56680 -0.678
C -3.49574 2.60299 -0.78726 -0.087
C -0.58314 2.62528 0.39197 -0.739
O -0.65899 2.07027 -0.72475 -0.486
C 0.08066 2.03216 1.55473 0.840
C 0.31034 2.80770 2.68078 -0.729
C 0.50417 0.62239 1.56915 0.206
N 0.57542 -0.09049 0.50912 0.167
C 0.83685 -1.51810 0.57737 0.796
C -0.23699 -2.21807 -0.23659 -0.340
Te 0.08556 -4.32762 -0.31246 0.175
C -0.33206 -4.61331 1.74651 -0.257
C 0.65272 -4.36534 2.70189 -0.195
C 0.36813 -4.47463 4.05620 -0.329
C -0.89958 -4.85456 4.47356 -0.470
C -1.88280 -5.11915 3.53085 -0.485
C -1.60119 -4.99353 2.17609 -0.390
C 0.84509 0.03452 2.91376 -0.274
C 2.17293 -0.25914 3.21261 0.407
C 2.50083 -0.82904 4.43525 -0.963
C 1.50852 -1.11898 5.36326 -0.381
C 0.18303 -0.83131 5.06616 -0.931
C -0.14398 -0.24830 3.84969 0.195
H -0.21596 5.92287 4.00095 0.377
H 1.30616 5.05305 4.18035 0.318
H -0.14936 4.44303 4.96009 0.298
H -1.22206 5.68288 1.83778 0.380
H -2.80828 5.19452 -2.83092 0.398
H -4.43938 3.98256 -4.26392 0.382
H -5.48268 1.89388 -3.43809 0.353
H -4.87288 1.01714 -1.20425 0.360
H -3.20628 2.21054 0.17897 0.344
H 0.85076 2.36187 3.51065 0.544
H 0.85195 -1.91028 1.59842 -0.315
H 1.81857 -1.69525 0.12918 -0.442
H -0.21193 -1.86866 -1.26916 -0.622
H -1.23088 -2.06149 0.18382 0.715
H 1.64294 -4.06285 2.38465 0.386
H 1.13658 -4.24261 4.78294 0.370
H -1.12319 -4.93319 5.53075 0.371
H -2.87720 -5.41007 3.84883 0.355
H -2.37724 -5.17845 1.44365 0.368
H 2.94383 -0.04528 2.47902 0.305
H 3.53764 -1.05022 4.65845 0.406
H 1.76703 -1.56910 6.31508 0.389
H -0.59749 -1.06200 5.78181 0.388
H -1.17507 -0.01020 3.61509 0.490
```

frontier orbital gap: 4.68 eV
HOMO level: -1.048 eV
E_tot: -104164.1585 eV
relative energy (zero: lowest compared OMol25 entry of this formula, charge and spin): 0.0 kJ/mol
spin multiplicity: 1
charge: -2